[1]
ORCA calculation (ωB97M-V with the def2-TZVPD basis set) on a cluster of 7 separate species, C38H71NO8P in total.

ORCA input file:
```
! wB97M-V def2-TZVPD RIJCOSX def2/J DEFGRID3
* xyz 1 1
C -2.06945 0.43916 4.23988
C -1.03200 1.31799 3.43702
C 0.31105 0.50656 3.07749
C 1.50098 1.55475 2.90052
C 0.61891 -0.64610 4.08206
C 0.47486 -2.06022 3.64718
C 0.06055 -2.50009 2.21364
O -1.10824 -2.65909 1.98211
O 0.96061 -2.76420 1.19968
C 0.77612 -3.14227 4.62431
C 1.17611 -2.80130 5.99317
N 1.31143 -1.47715 6.36808
C 1.06142 -0.43112 5.48778
P 1.33732 1.32884 6.15623
C 0.99027 1.39717 8.00222
C 1.90934 2.56880 8.59701
C 3.23424 1.51979 6.02542
C 3.67364 3.00962 5.70621
H -2.26325 -0.57067 3.78957
H -1.76624 0.32796 5.32624
H -3.06339 0.97962 4.23282
H -0.74228 2.20563 4.05884
H -1.52021 1.64354 2.47229
H 0.12384 0.07033 2.05451
H 2.40534 1.27968 3.52007
H 1.76185 1.60454 1.80719
H 1.19691 2.59848 3.19795
H 1.86607 -2.48979 1.45302
H 0.68780 -4.20757 4.30614
H 1.37622 -3.60590 6.75026
H 1.61013 -1.25911 7.32256
H -0.07261 1.65308 8.25238
H 1.29555 0.46389 8.56177
H 1.93241 3.43241 7.88084
H 1.57315 2.91184 9.60817
H 2.96838 2.19744 8.71660
H 3.70136 1.10526 6.97033
H 3.56442 0.81118 5.20726
H 4.05148 3.48180 6.64859
H 2.75992 3.55333 5.32253
H 4.45786 3.01693 4.90432
C -4.13805 -2.46920 0.35862
C -4.41633 -1.59087 -0.84560
C -5.87371 -1.22654 -0.63810
O -6.09749 -1.20885 0.78025
C -4.96987 -1.79855 1.43639
H -3.08126 -2.53773 0.61802
H -4.51153 -3.48164 0.17344
H -3.79574 -0.69062 -0.79935
H -4.23245 -2.08142 -1.80003
H -6.53796 -1.98008 -1.07392
H -6.12731 -0.25315 -1.06163
H -4.40851 -0.99424 1.92832
H -5.31430 -2.49945 2.19986
C -1.10228 -5.20825 -0.17565
C -1.28576 -6.53095 0.54295
C -2.77877 -6.76416 0.39191
O -3.17010 -6.15067 -0.84195
C -2.09549 -5.33020 -1.31672
H -0.08132 -5.03130 -0.51705
H -1.38974 -4.38612 0.48230
H -0.72967 -7.31655 0.02257
H -0.95983 -6.51591 1.58442
H -3.34039 -6.28237 1.19998
H -3.03831 -7.82431 0.37239
H -1.64706 -5.83112 -2.18170
H -2.48657 -4.36284 -1.63916
C -5.03196 0.26979 -5.99397
C -4.61163 -1.18086 -6.12684
C -3.86807 -1.41305 -4.82390
O -4.47059 -0.55672 -3.84433
C -5.33634 0.37396 -4.51142
H -5.88025 0.54055 -6.62231
H -4.19445 0.92425 -6.25046
H -5.49766 -1.82130 -6.17089
H -4.00114 -1.38324 -7.00740
H -2.81274 -1.13194 -4.91242
H -3.92466 -2.45102 -4.48779
H -6.37050 0.08294 -4.29707
H -5.16895 1.37837 -4.11780
C 3.53495 0.12385 -2.19627
C 3.97024 -1.32266 -2.32497
C 4.68493 -1.55441 -1.00643
O 4.05203 -0.70469 -0.03519
C 3.19527 0.22162 -0.72180
H 2.69912 0.38954 -2.84377
H 4.37380 0.78604 -2.43084
H 3.09043 -1.97003 -2.39232
H 4.60247 -1.51639 -3.19148
H 5.73876 -1.26485 -1.06908
H 4.62903 -2.59368 -0.67608
H 2.15739 -0.07856 -0.53251
H 3.34542 1.22711 -0.32268
C 8.55000 3.57309 -1.63067
C 8.36680 2.24824 -0.91988
C 6.88136 1.99477 -1.10270
O 6.50498 2.60686 -2.34569
C 7.58395 3.44198 -2.79304
H 9.57525 3.76280 -1.94900
H 8.23799 4.39223 -0.97579
H 8.94371 1.47122 -1.43005
H 8.66995 2.26543 0.12749
H 6.29609 2.46715 -0.30571
H 6.63835 0.93024 -1.12875
H 8.05706 2.94898 -3.64868
H 7.18944 4.40515 -3.12097
C -3.71185 5.74638 -7.72627
C -2.50969 5.03124 -7.14205
C -3.16144 3.88598 -6.38833
O -4.36551 3.55798 -7.09313
C -4.63698 4.58850 -8.05322
H -3.47773 6.36228 -8.59494
H -4.16860 6.38692 -6.96590
H -1.88315 4.63927 -7.94877
H -1.88915 5.66207 -6.50475
H -3.43812 4.18521 -5.37139
H -2.51981 3.00394 -6.32898
H -4.42859 4.18305 -9.04905
H -5.69126 4.86641 -8.00458
*
```

Values from the calculation:
HOMO	-0.385	hartree

***

[2]
ORCA calculation (ωB97M-V with the def2-TZVPD basis set) on a cluster of 3 separate species, C38H72N6O6P in total.

ORCA input file:
```
! wB97M-V def2-TZVPD RIJCOSX def2/J DEFGRID3
* xyz 1 3
C 4.79460 1.85299 2.90649
C 4.67045 0.70198 2.07003
C 3.27919 -0.12834 1.82884
N 3.79840 -1.55607 2.02869
C 4.50597 -1.53404 3.15186
O 5.29366 -1.54920 4.13670
C 2.05705 0.23616 2.80442
C 1.21448 -0.92153 3.54134
N 0.87910 -2.10816 2.70309
C 1.42468 -3.38709 3.26894
N 1.34466 1.25878 1.95124
C 0.44909 2.14486 2.75052
O -0.91280 2.24707 2.21768
N -1.38781 1.01723 1.87540
O -1.79886 0.99622 0.75773
C 1.64984 1.24732 0.64405
C 1.01885 2.30242 -0.40394
C 1.97536 3.63328 -0.58521
C 2.80150 3.63505 -1.97507
C 3.03453 3.82963 0.61368
C 2.71399 0.04377 0.29551
C 3.74673 0.50427 -0.85569
C 4.56851 -0.75089 -1.51012
O 5.38389 -1.45987 -0.54252
C 5.84784 -2.65932 -1.27503
C 6.58864 -3.62362 -0.21506
P 1.54070 -1.28183 -0.39434
C 2.29656 -3.02002 -0.39250
C 0.76844 -0.80631 -2.05595
H 3.89465 2.50799 3.17133
H 5.83734 2.06394 3.36481
H 5.59819 0.33763 1.47318
H 2.37812 0.89734 3.71210
H 0.19980 -0.44141 3.85589
H 1.68947 -1.28216 4.54222
H -0.13209 -2.21123 2.53431
H 1.32896 -3.45008 4.41355
H 2.52317 -3.58966 3.00894
H 0.81683 -4.26907 2.82518
H 0.86396 3.22933 2.82808
H 0.32573 1.79024 3.85250
H 0.88658 1.88033 -1.46279
H -0.00705 2.71556 -0.07930
H 1.29715 4.56668 -0.60420
H 2.87149 4.71505 -2.38901
H 2.36912 2.95161 -2.79156
H 3.90271 3.28678 -1.81800
H 3.96735 3.15916 0.53576
H 3.42532 4.92435 0.52802
H 2.58069 3.73516 1.66293
H 4.44488 1.37017 -0.56945
H 3.09539 0.90609 -1.73531
H 3.86503 -1.42988 -2.13124
H 5.29724 -0.25416 -2.27428
H 4.93411 -3.26220 -1.67773
H 6.49767 -2.33269 -2.16543
H 7.62956 -3.21447 0.03220
H 6.61250 -4.68025 -0.69935
H 5.89505 -3.69545 0.71788
H 1.70175 -3.63421 0.39702
H 3.39379 -3.06999 -0.06402
H 2.09815 -3.57327 -1.39873
H 1.25642 0.07850 -2.59908
H 0.89481 -1.73200 -2.75470
H -0.37941 -0.64274 -1.97803
C -3.62473 7.16679 2.31773
C -3.41029 7.05706 0.78118
C -4.67858 7.54069 0.04015
C -5.83686 6.54867 0.11545
C -5.39842 5.16125 -0.34161
C -4.15080 4.65158 0.41568
N -3.03744 5.65084 0.42520
O -2.48748 5.67139 -0.82797
C -4.54337 4.27634 1.86487
C -3.71510 3.29329 -0.19705
C -2.26293 8.06690 0.50123
H -4.67443 7.08360 2.60597
H -3.05281 6.40482 2.85866
H -3.28621 8.13011 2.71226
H -4.44519 7.71803 -1.01733
H -5.00533 8.50479 0.44351
H -6.24214 6.50621 1.13093
H -6.65801 6.89750 -0.52134
H -6.23053 4.46095 -0.20995
H -5.19696 5.19202 -1.41695
H -3.66783 3.97301 2.44655
H -5.24271 3.43143 1.87196
H -5.05498 5.06888 2.40641
H -3.49683 3.35990 -1.26636
H -4.50836 2.54565 -0.09226
H -2.82916 2.90196 0.30887
H -1.34346 7.77338 1.01861
H -2.53446 9.06804 0.85066
H -2.03873 8.17021 -0.56388
C -1.29836 -6.96387 -0.44667
C -1.59891 -5.52840 -0.96439
C -3.11599 -5.24521 -0.86850
C -3.93459 -5.97701 -1.92922
C -3.38613 -5.70493 -3.32638
C -1.87644 -6.01678 -3.44459
N -1.07202 -5.37649 -2.35759
O -0.99779 -4.03686 -2.62921
C -1.66282 -7.54955 -3.43452
C -1.38958 -5.59998 -4.85925
C -0.86353 -4.61362 0.05226
H -2.14333 -7.64393 -0.56952
H -0.42592 -7.39718 -0.94771
H -1.06434 -6.97470 0.62277
H -3.29960 -4.16832 -0.97412
H -3.48803 -5.51952 0.12428
H -3.95201 -7.05235 -1.72823
H -4.97798 -5.64495 -1.87817
H -3.95059 -6.29738 -4.05452
H -3.57298 -4.65674 -3.58017
H -0.59865 -7.80131 -3.45137
H -2.11647 -8.01114 -4.31979
H -2.12015 -8.05678 -2.58783
H -1.56686 -4.54306 -5.07515
H -1.91805 -6.16446 -5.63428
H -0.32008 -5.79982 -4.98104
H 0.21586 -4.78858 0.03157
H -1.21062 -4.80905 1.07236
H -1.04158 -3.54911 -0.12665
*
```

Values from the calculation:
HOMO (alpha / beta)	-0.366 / -0.366	hartree
relative energy (zero: lowest compared OMol25 entry of this formula, charge and spin)	387.3	kJ/mol

***

[3]
ORCA calculation (ωB97M-V with the def2-TZVPD basis set) on a structure of composition C38H74F15N4O15S5V.

ORCA input file:
```
! wB97M-V def2-TZVPD RIJCOSX def2/J DEFGRID3
* xyz 1 4
V -0.52403 -0.24699 0.83015
C 5.82619 2.02498 8.53123
C 4.45418 2.31104 7.93445
C 4.12409 1.14336 6.97481
N 2.83550 1.31057 6.20825
C 2.54114 0.00980 5.40363
C 1.56103 1.67348 7.01594
C 0.96190 3.02587 6.63494
C 1.56915 3.26858 5.20829
C 2.87145 2.49698 5.20416
H 6.55115 1.99751 7.71773
H 6.03391 1.17747 9.18444
H 6.08693 2.84376 9.20184
H 4.48475 3.19211 7.29345
H 3.70937 2.33805 8.72982
H 3.96972 0.22406 7.53975
H 4.84725 0.99341 6.17316
H 2.66939 -0.83466 6.08078
H 3.32405 -0.13043 4.65831
H 1.53321 0.03071 4.98921
H 0.82980 0.88559 6.83531
H 1.57172 1.44130 8.08087
H -0.12497 3.10518 6.65757
H 1.35181 3.81524 7.27757
H 0.88495 2.85924 4.46504
H 1.79659 4.31929 5.02838
H 3.25560 2.12804 4.25316
H 3.67521 3.15168 5.54098
C -2.83302 -1.25937 -5.84572
C -1.39756 -0.68421 -5.59585
C -1.50439 0.71339 -4.81474
N -0.11146 1.26876 -4.62664
C 0.43243 0.45431 -3.37842
C -0.10661 2.77276 -4.29616
C 1.16616 3.31241 -4.85360
C 1.97595 2.27210 -5.48531
C 0.92055 1.21540 -5.78284
H -3.44733 -0.57556 -6.43150
H -3.38840 -1.31513 -4.90948
H -2.80562 -2.23557 -6.32984
H -0.97118 -0.48113 -6.57822
H -0.83521 -1.42103 -5.02229
H -2.00169 0.73531 -3.84504
H -2.03482 1.37589 -5.49872
H 0.52361 -0.61775 -3.55300
H -0.26199 0.66514 -2.56513
H 1.42372 0.81363 -3.10211
H -0.19889 2.96358 -3.22697
H -0.98633 3.14142 -4.82369
H 1.80918 3.92985 -4.22639
H 0.90721 4.16594 -5.48012
H 2.72579 1.81770 -4.83772
H 2.53790 2.64903 -6.33985
H 1.18502 0.16572 -5.91063
H 0.21732 1.47386 -6.57453
C 7.82208 0.42509 -2.69503
C 6.63713 -0.09050 -1.84523
C 6.27157 -1.58655 -1.83520
N 4.86945 -1.92283 -1.29971
C 4.82725 -1.31781 0.06385
C 3.75448 -1.37744 -2.23072
C 3.17546 -2.65821 -2.88884
C 3.45171 -3.85392 -2.00386
C 4.83956 -3.48898 -1.38758
H 7.54009 0.43369 -3.74789
H 8.65762 -0.27193 -2.63062
H 8.00037 1.46726 -2.43011
H 5.76640 0.50491 -2.11984
H 6.91312 0.19142 -0.82914
H 6.95933 -2.07550 -1.14527
H 6.46223 -1.80498 -2.88594
H 5.68183 -1.69461 0.62581
H 3.94140 -1.60956 0.62799
H 4.89736 -0.23268 -0.01151
H 2.93746 -0.98495 -1.62531
H 4.18918 -0.57405 -2.82546
H 2.09744 -2.57136 -3.02456
H 3.64713 -2.63409 -3.87122
H 2.73246 -3.86123 -1.18489
H 3.37090 -4.82233 -2.49758
H 5.02622 -3.96488 -0.42489
H 5.63237 -3.83667 -2.04990
C -5.24432 -1.42236 2.11395
C -6.15421 -1.69857 0.86306
C -5.80330 -1.01721 -0.49492
N -6.97614 -0.52110 -1.41496
C -7.69223 -1.83202 -1.98683
C -6.74786 -2.61213 -2.87036
C -6.12414 -1.74255 -4.01519
C -5.48309 -0.43397 -3.47748
C -6.40918 0.36118 -2.55614
C -8.04788 0.28907 -0.67064
H -4.94338 -0.39187 2.30270
H -4.29435 -1.91021 1.89567
H -5.58566 -1.82243 3.06869
H -7.09778 -1.25378 1.17917
H -6.17014 -2.78667 0.80060
H -5.08310 -1.64390 -1.02093
H -5.34571 -0.05300 -0.27355
H -8.06913 -2.45086 -1.17252
H -8.57309 -1.42062 -2.47970
H -5.88889 -3.06061 -2.37123
H -7.36891 -3.37198 -3.34472
H -5.36625 -2.23962 -4.62068
H -6.84315 -1.54889 -4.81120
H -4.49715 -0.61096 -3.04771
H -5.39745 0.12758 -4.40777
H -5.81132 1.12032 -2.05180
H -7.22557 0.82687 -3.10818
H -8.48966 -0.41665 0.03284
H -8.77654 0.53330 -1.44362
H -7.69892 1.11466 -0.05038
C -1.70789 -4.07462 -0.86432
F -2.22045 -3.73366 0.31143
F -0.53292 -4.65367 -0.54091
F -2.53259 -4.93569 -1.54203
S -1.37317 -2.47538 -1.84267
O -2.66127 -2.10507 -2.45737
O -0.90393 -1.44549 -0.86289
O -0.38782 -2.88175 -2.83782
C 0.17743 -3.70298 3.57305
F -0.89870 -3.02716 3.82758
F 0.72334 -4.05345 4.74965
F -0.27798 -4.79630 2.91503
S 1.45016 -2.76757 2.45115
O 0.61861 -1.82127 1.65178
O 2.32994 -2.10011 3.38086
O 2.14714 -3.76507 1.67738
C -2.32181 3.85408 -0.46373
F -1.63322 4.03774 0.61474
F -3.28320 4.75830 -0.52417
F -1.54468 4.16781 -1.54678
S -2.98098 2.03559 -0.56528
O -4.21761 2.08231 0.18800
O -3.14447 1.82263 -2.00630
O -1.85793 1.28212 0.08415
C -2.34403 1.92088 3.84008
F -1.62741 2.78414 4.53531
F -3.33763 1.37310 4.52202
F -2.79437 2.48672 2.72046
S -1.19675 0.43116 3.42323
O -0.06720 0.91659 2.67848
O -0.84046 -0.23216 4.69660
O -1.94670 -0.48806 2.43653
C 2.77086 2.39858 1.29535
F 3.48153 3.47387 1.12684
F 3.56059 1.36880 1.67063
F 1.85606 2.68602 2.26395
S 1.89443 1.95204 -0.41567
O 3.00030 1.52890 -1.26164
O 1.00445 0.84601 -0.08147
O 1.11623 3.08262 -0.93312
*
```

Values from the calculation:
HOMO (alpha / beta)	-0.310 / -0.407	hartree
relative energy (zero: lowest compared OMol25 entry of this formula, charge and spin)	0.0	kJ/mol

***

Number 1: strongest force on any atom 0.0593 hartree/bohr, E_tot -67705.8741 eV. Number 2: strongest force on any atom 0.1592 hartree/bohr, E_tot -71066.5847 eV. Number 3: strongest force on any atom 0.0877 hartree/bohr, E_tot -197900.5298 eV.